1.
Entry from the Open Molecules 2025 dataset: a molecular structure, C34H93LiN8O9 (ωB97M-V/def2-TZVPD).

Each line ends with the Mulliken spin population.
Element x y z (Å)
C (2.22954, 10.63400, -15.28144)  0.00
H (2.57635, 13.95972, -11.39325)  -0.12
H (-2.22657, 16.96308, -15.60804)  0.00
H (-4.10842, 11.85557, -9.00553)  -0.01
N (0.21877, 17.43785, -13.34838)  0.04
H (-2.31487, 11.75422, -12.11301)  -0.02
H (-5.70827, 13.03600, -11.45504)  0.00
H (2.30681, 17.06501, -16.10500)  0.00
H (-1.96990, 16.06549, -14.12611)  0.01
H (7.76424, 17.39292, -13.24017)  0.00
H (3.33513, 18.53682, -16.50470)  0.00
H (4.61631, 10.44811, -9.89826)  0.00
C (6.66567, 14.35694, -9.81082)  0.01
H (-2.23639, 10.82122, -10.64384)  0.01
H (-0.71796, 13.75974, -15.28192)  0.00
C (5.08959, 9.18276, -12.24127)  0.00
O (4.40996, 8.58829, -13.29928)  0.00
C (-1.69129, 16.97483, -14.65861)  0.00
H (4.37280, 16.45453, -11.39959)  -0.02
H (-2.95965, 10.50049, -14.01216)  0.00
C (7.03916, 17.14146, -14.01419)  0.00
C (-0.24602, 13.82487, -16.26228)  0.00
H (5.43987, 15.03135, -13.33678)  0.00
H (-2.54125, 12.35608, -16.89814)  0.00
H (-4.61352, 10.80930, -11.69788)  0.00
H (2.68494, 14.94153, -14.48408)  0.00
H (6.61405, 12.04653, -17.50443)  0.00
H (0.17472, 12.44296, -12.35770)  -0.05
H (6.63558, 10.81049, -16.19870)  0.00
O (1.56879, 18.79365, -15.47459)  0.00
H (7.49059, 16.31032, -14.55597)  0.00
H (5.60432, 12.77643, -11.60026)  0.00
C (1.08947, 12.99621, -12.57039)  -0.30
N (3.49321, 16.95092, -11.40249)  0.19
H (3.68287, 19.51478, -11.22886)  0.00
C (-1.97453, 12.83697, -17.69544)  0.00
C (3.52123, 14.51982, -15.04165)  0.01
H (-4.06803, 10.34337, -7.40913)  0.00
H (6.09721, 8.82215, -12.03452)  0.00
H (5.70568, 18.46337, -12.19483)  0.00
N (4.60006, 9.43824, -9.89980)  0.00
H (2.25233, 9.40850, -12.26891)  0.00
O (5.05478, 12.13016, -16.13829)  0.00
C (4.05884, 8.99416, -11.14917)  0.00
C (1.48733, 13.92178, -11.41971)  0.99
C (5.22355, 8.23130, -14.45715)  0.00
H (3.11562, 17.58883, -13.43040)  0.01
H (-0.63528, 7.78404, -14.32068)  0.00
H (6.89599, 14.58584, -10.85133)  0.00
C (-1.22971, 9.52703, -14.98198)  0.00
H (-5.75794, 11.55062, -9.55623)  0.01
H (2.22182, 11.69284, -15.02280)  0.00
H (3.19895, 13.97604, -15.92965)  0.00
H (3.05511, 19.92958, -12.85538)  0.00
H (-3.61749, 8.73310, -7.93164)  0.00
C (-2.79456, 13.10040, -18.93335)  0.00
H (0.46827, 14.64818, -16.25414)  0.00
H (-0.35166, 19.34985, -14.94186)  0.00
H (-5.31595, 9.24667, -7.79363)  0.00
H (5.39312, 9.04564, -15.16156)  0.00
H (7.07012, 17.37988, -8.80600)  0.00
H (1.20837, 17.57901, -13.49278)  0.01
H (6.21177, 17.04919, -10.38800)  -0.01
H (6.22624, 12.29781, -14.41452)  0.00
H (2.93018, 10.78378, -11.59357)  0.00
C (-4.25142, 11.63784, -11.08919)  -0.01
H (1.96321, 18.18063, -17.45478)  0.00
H (2.86186, 10.49379, -16.15814)  0.00
H (6.36914, 13.53398, -15.40774)  0.00
H (5.36712, 10.75132, -17.44800)  0.00
H (6.95000, 17.98007, -14.70476)  0.00
H (4.18952, 14.59389, -12.50963)  0.00
C (0.14375, 18.52630, -15.45608)  0.01
H (-1.60221, 9.88878, -15.94036)  0.00
O (0.93143, 10.24759, -15.55646)  0.00
C (4.44616, 13.57418, -14.31875)  -0.01
C (-4.71567, 11.25951, -9.68674)  0.02
H (-0.31681, 11.39920, -14.48686)  0.00
N (-3.27041, 11.86980, -19.53217)  0.00
H (1.89614, 12.29998, -12.79988)  0.02
N (-0.88499, 8.15714, -15.22542)  0.00
N (4.90321, 14.20630, -13.11006)  0.02
H (5.28430, 10.22116, -12.50943)  0.00
H (2.79356, 16.25171, -11.60670)  0.03
H (0.53328, 16.51418, -14.98613)  0.01
C (-2.35950, 9.60016, -13.88057)  0.00
C (2.33737, 18.10375, -16.43389)  0.00
O (6.35661, 15.56073, -9.16065)  -0.01
C (3.64682, 17.89091, -12.52781)  -0.25
C (6.95220, 16.71469, -9.66140)  0.02
O (-4.28408, 9.89205, -9.44476)  0.00
Li (0.39788, 16.36829, -9.88385)  1.52
H (4.37167, 12.05666, -10.80146)  0.00
C (-4.31807, 9.54848, -8.11179)  0.01
O (-1.36954, 14.02582, -17.21220)  0.00
H (-1.91384, 9.74006, -12.89573)  0.00
C (2.76726, 9.73078, -11.36388)  0.00
H (5.09350, 18.67774, -13.89721)  0.00
H (4.38060, 12.03111, -8.53997)  0.00
H (-3.87886, 12.21734, -20.25955)  0.00
H (6.04717, 12.19302, -8.17411)  0.01
H (-3.93255, 14.82436, -18.50813)  0.00
C (5.56832, 12.88301, -15.05700)  0.00
H (-3.92387, 11.32697, -18.98588)  0.00
N (-4.72131, 12.88377, -11.60613)  0.01
O (0.97592, 15.23842, -11.48664)  -1.56
C (-4.14972, 13.79400, -18.78975)  0.00
H (5.49399, 9.00353, -9.72090)  0.00
H (1.24051, 13.34169, -10.53052)  0.23
H (4.97084, 13.49224, -7.69428)  -0.01
C (3.03254, 19.20067, -12.04526)  0.11
H (-0.01440, 7.97421, -15.70364)  0.00
H (-2.18550, 17.82647, -14.19110)  0.00
H (-1.20473, 12.09420, -17.90471)  0.00
H (0.38510, 9.99739, -13.56087)  0.00
C (5.17805, 12.77223, -8.48595)  0.01
H (3.88928, 12.73997, -13.89203)  -0.01
H (7.54140, 13.90449, -9.34554)  0.00
C (-0.01435, 10.35228, -14.51092)  0.00
O (5.75273, 16.79950, -13.39216)  0.00
C (-2.68754, 11.70762, -11.08976)  0.00
H (0.24673, 16.51933, -12.92929)  0.06
C (6.00895, 11.40806, -16.86078)  0.00
H (0.90104, 13.51883, -13.50819)  -0.01
H (4.63278, 7.58098, -15.10229)  0.00
H (6.13850, 7.71351, -14.16932)  0.00
H (-0.36932, 18.60552, -16.41451)  0.00
H (7.91653, 16.55594, -10.14408)  0.00
H (-4.70800, 13.38156, -17.94932)  0.00
H (2.00172, 19.12331, -11.69955)  0.03
C (-0.19129, 17.26998, -14.68301)  -0.01
H (-2.12403, 13.59340, -19.63722)  0.00
C (5.10551, 18.05067, -13.00573)  0.02
H (-3.02548, 8.73741, -13.89565)  0.00
N (5.33089, 12.36236, -10.72056)  0.00
H (2.72598, 9.99422, -14.55183)  0.00
H (2.06473, 9.60645, -10.53982)  0.00
H (-4.75678, 12.83634, -12.61440)  0.00
H (0.32579, 12.93942, -16.54000)  0.00
C (5.42328, 13.47196, -9.79118)  -0.03
H (3.88862, 7.91890, -11.09500)  0.00
H (-2.36215, 12.58343, -10.52835)  0.01
H (4.61926, 14.18372, -9.97844)  0.01
H (-4.77943, 13.86508, -19.67660)  0.00
H (4.04335, 15.37609, -15.46859)  0.00

The HOMO energy (alpha / beta) comes out at -0.2 / -5.3 eV. The charge is -1. As for the spin multiplicity: 2. The value obtained for the energy is -2473.67289 hartree. The value obtained for the HOMO-LUMO gap (alpha / beta) is 2.27 / 7.34 eV.

2.
Entry from the Open Molecules 2025 dataset: 12 unconnected molecules or ions with the total composition C34H96N2O40P10 (ωB97M-V/def2-TZVPD).

Each line ends with the Löwdin charge.
Element x y z (Å)
H (5.38822, 1.90913, 1.73764)  0.09
H (5.82399, -1.19277, -5.20220)  0.07
C (-1.74530, 2.81732, 5.26513)  -0.12
H (4.80160, -3.24654, 4.86794)  0.09
P (-3.11519, -3.79877, -3.01428)  0.43
C (5.48821, -2.85318, 0.85119)  -0.11
H (-1.82129, -1.89482, -1.39462)  0.09
O (-3.29815, -0.14618, -0.66565)  -0.24
C (-2.39354, -6.75393, 0.71443)  -0.03
H (2.08403, -2.45649, -4.42929)  0.09
C (-2.97043, -3.67147, -5.55747)  -0.13
H (0.33412, -1.85627, -4.47150)  0.08
H (-2.22997, 3.39416, 6.02924)  0.09
H (-5.97473, 5.34134, -5.84793)  0.09
C (1.38171, -1.59727, -4.50563)  -0.08
P (-4.36951, 3.71863, -3.59217)  0.34
H (-1.98885, -3.55362, 4.73608)  0.09
C (-2.10423, 4.50345, -2.65377)  -0.08
H (-3.02675, -4.41626, -6.35249)  0.09
H (-1.74723, 3.75076, -3.35112)  0.06
H (3.52006, -2.14593, 5.52136)  0.08
H (4.86427, 1.23150, -0.50965)  0.07
H (4.82848, 6.43629, 0.33462)  0.08
H (-0.21353, -2.52056, -1.85713)  0.05
C (-2.73835, -3.58128, 3.93914)  -0.09
H (-1.50164, 4.38979, -1.79604)  0.06
H (-1.53643, 2.21827, 1.59290)  0.06
O (2.81018, 0.36629, -7.43155)  -0.21
H (-3.46573, 6.70004, 2.99149)  0.08
H (3.22609, 0.43601, -0.76263)  0.08
O (2.31865, -2.05146, -1.08781)  -0.20
O (-1.48582, -6.52026, 1.86591)  -0.21
H (-1.28619, -6.42673, 4.80930)  0.10
C (7.46501, 0.83225, 5.92706)  -0.13
H (-1.58629, -0.89064, 2.61709)  0.09
C (1.49487, -2.30523, 2.89369)  -0.01
O (-1.25210, 5.02733, 3.40940)  -0.22
H (1.60577, -5.53238, 0.99357)  0.09
H (-0.96743, 3.70619, 0.84323)  0.11
P (-4.42097, -0.22468, 0.43611)  0.33
H (-3.65106, -2.83563, -5.79859)  0.06
O (3.87314, -0.88245, -5.39824)  -0.23
C (-3.37671, 0.53303, -1.88914)  -0.09
H (-1.81062, 0.73168, 3.36431)  0.06
O (-3.82268, 4.75863, 3.80667)  -0.20
P (2.72740, -0.01668, -6.03530)  0.28
H (8.31627, 0.45206, 6.44225)  0.08
O (-4.17465, -1.54759, 1.18875)  -0.20
H (0.21517, -7.02642, 4.06088)  0.09
P (-2.46759, 4.20370, 3.23065)  0.33
H (-4.42214, 0.13694, 3.49478)  0.08
H (7.63776, 1.73295, 5.31614)  0.11
H (2.96152, 2.62549, -6.26529)  0.09
O (-1.60080, -3.17675, -3.03713)  -0.23
H (-0.72288, 3.13775, 5.12066)  0.08
O (-3.44821, 4.09065, -2.35682)  -0.23
O (-1.11904, -3.98379, 1.37675)  -0.22
C (-4.33702, -2.87357, 0.80286)  -0.08
H (-5.28782, -3.03873, 0.28865)  0.10
H (0.86449, -4.12795, 0.09614)  0.06
O (-5.57307, 2.88356, -2.99402)  -0.19
C (0.37470, 0.65713, -0.11882)  -0.05
H (0.79243, -2.80585, 3.54903)  0.08
P (3.30532, 3.84330, -0.59403)  0.34
H (-7.18887, 3.07221, -1.69996)  0.09
O (-3.99341, -2.49678, -3.27888)  -0.25
H (-3.71095, -3.48012, 4.43615)  0.11
H (0.88582, 1.42498, 0.49493)  0.08
H (-2.59238, -0.67741, 4.08222)  0.10
O (3.25927, 4.01389, -2.06104)  -0.23
H (-4.25237, -3.46282, 1.73333)  0.08
C (4.57433, -2.27242, 5.25287)  -0.08
H (-3.38804, -6.28885, 0.91386)  0.10
H (1.08207, -0.18048, -0.17714)  0.05
O (-3.46195, -4.53554, -1.77279)  -0.25
O (-5.75428, -0.04350, -0.15494)  -0.22
H (5.48125, -2.46625, -2.54332)  0.12
O (-0.19634, -5.04554, 3.42152)  -0.21
O (-4.96933, 5.10328, -4.06506)  -0.20
H (5.52539, 0.35510, -6.00545)  0.11
C (-1.88433, 3.07671, 1.02878)  -0.07
H (1.66011, -0.96972, -3.65967)  0.08
P (0.82832, 0.08526, 3.77849)  0.26
H (6.17199, 5.64061, -0.52953)  0.08
C (-5.43229, -2.71082, -3.31266)  -0.07
O (0.67363, 1.45641, 3.33492)  -0.20
H (-2.00311, -6.30599, -0.24023)  0.10
N (-2.50770, -0.75693, -6.18892)  0.16
H (-4.29409, 0.20103, -2.39254)  0.09
C (-1.89964, 0.13626, -6.56527)  -0.22
H (-6.01668, 4.33642, -1.52955)  0.08
H (-1.70615, 2.14773, -7.22968)  0.06
H (-4.50825, 1.85501, 3.22814)  0.07
O (-2.36858, 2.78972, 4.00655)  -0.24
H (3.90212, -2.55460, -3.38534)  0.06
O (4.60212, 4.46346, 0.10177)  -0.22
H (-3.43601, 1.60775, -1.61051)  0.08
H (4.99480, -3.85949, -3.51733)  0.09
H (-5.70746, -3.75936, -3.58402)  0.10
H (1.75640, -5.32720, -0.82088)  0.10
H (-5.84732, -1.92311, -3.95428)  0.10
C (4.78973, 1.26926, 2.39728)  -0.09
O (1.51565, -0.92792, -5.75489)  -0.19
O (5.76089, 0.85979, 3.33882)  -0.20
H (1.52132, 1.78469, 5.64718)  0.08
H (2.48602, 0.67817, 6.72988)  0.08
C (5.18985, -0.33722, -5.18491)  -0.08
H (3.90270, 1.71074, -1.80562)  0.08
H (-0.41800, 1.62526, -6.14166)  0.08
H (-2.51407, 0.19741, -2.45691)  0.07
C (1.79870, 4.32311, 1.61077)  -0.06
H (6.20169, -3.13387, 0.12006)  0.07
O (-0.46466, -0.56639, 4.34073)  -0.20
H (6.82850, 1.20678, 6.76072)  0.10
H (-2.50362, -2.70285, 3.34457)  0.05
H (3.99556, 1.85108, 2.85661)  0.09
O (2.61802, 1.10957, -4.91344)  -0.24
C (1.68873, -4.84915, 0.16442)  -0.06
O (-2.83518, 3.81788, 1.78305)  -0.19
H (-5.79591, -2.55962, -2.29661)  0.07
H (3.19794, 3.01188, -4.48615)  0.06
H (-5.03292, 6.52250, 3.68365)  0.09
H (5.95983, -2.08325, 1.46332)  0.09
H (-2.47599, -7.78906, 0.68761)  0.06
H (5.31270, 0.27786, -4.28487)  0.09
P (5.40973, 0.12994, 4.70230)  0.32
H (-4.65712, 6.45264, -5.52975)  0.08
H (0.64654, 0.53294, 6.53267)  0.09
O (6.81174, -0.17506, 5.26470)  -0.18
H (-5.69149, 0.84831, 2.45933)  0.09
H (1.51511, -2.73794, 1.91481)  0.06
H (-4.73675, 5.78482, 2.14743)  0.07
H (5.21518, -3.75597, 1.42998)  0.11
H (-2.46493, 2.79291, 0.14984)  0.08
O (4.05691, -3.85321, -1.72729)  -0.18
O (-2.70062, -4.81396, 3.19477)  -0.21
C (4.61126, -3.15191, -2.80992)  -0.11
H (1.01980, 5.07337, 1.85526)  0.09
O (-3.63228, 3.02839, -4.65505)  -0.23
O (2.03576, 4.34875, 0.17766)  -0.22
H (4.71507, 5.97225, -1.42342)  0.09
O (4.48701, 0.93815, 5.47188)  -0.19
H (2.50938, -2.29864, 3.32646)  0.08
C (3.85861, 1.32597, -0.79532)  -0.08
O (1.27082, -0.87457, 2.61174)  -0.20
O (3.43139, 2.40884, -0.02440)  -0.22
H (-1.33555, -3.58568, -0.96323)  0.05
O (2.95001, -4.16284, 0.34011)  -0.23
H (5.13902, -2.04782, 6.15535)  0.09
H (-1.93936, -3.24350, -5.56577)  0.07
H (0.34265, -5.81659, 5.19256)  0.08
P (3.34365, -2.98160, -0.62414)  0.33
O (4.46806, -2.23035, 0.16302)  -0.20
C (5.10354, 5.71901, -0.40933)  -0.08
O (1.80899, -0.15016, 4.95566)  -0.22
O (-3.87168, 0.75863, 1.55032)  -0.22
H (-0.47083, 0.26096, 0.43751)  0.07
N (-0.34291, 1.57795, -2.46461)  0.18
C (-1.21799, -2.78719, -1.69368)  -0.08
O (4.93642, -1.31283, 4.24899)  -0.21
H (-4.33550, 4.72814, -5.98709)  0.07
H (1.47679, 3.34906, 1.98953)  0.06
H (2.71623, 4.69731, 2.06105)  0.09
H (1.52900, 2.90961, -5.08938)  0.09
H (-0.47976, 1.05646, -7.87868)  0.09
P (-1.38374, -5.03015, 2.38432)  0.31
H (-2.03893, 5.55129, -2.99522)  0.10
H (-5.59688, 2.78171, -0.93100)  0.07
H (-1.70562, 1.82278, 5.70226)  0.08
C (-6.13865, 3.27903, -1.71672)  -0.06
O (-3.15951, -4.56541, -4.42909)  -0.22
H (4.38893, 0.46722, 1.76709)  0.08
C (-1.08901, 1.31514, -6.97880)  -0.05
C (-0.31592, -6.12763, 4.40170)  -0.08
C (-1.65372, -0.34781, 3.55314)  -0.09
H (-3.55844, -3.17439, 0.08294)  0.07
C (-4.28520, 5.99524, 3.08589)  -0.04
C (1.61656, 0.77920, 6.06489)  -0.07
C (-4.96449, 5.42256, -5.43542)  -0.11
C (-4.64592, 0.89652, 2.75148)  -0.08
C (-0.02732, 1.13925, -1.45227)  -0.23
C (2.57080, 2.52173, -5.22989)  -0.07

The HOMO energy comes out at -10.3 eV. As for the spin multiplicity: 1. The value obtained for the energy is -7886.62528 hartree. The value obtained for the HOMO-LUMO gap is 10.51 eV.

Short version: max |F| = 3.67; 3.41 eV/A, in the order given.
Short version: molecular weight = 765.1; 1482.9 g mol⁻¹, in the order given.